(1)
2 unconnected molecules or ions with the total composition C4HF8N in a non-equilibrium geometry, computed with ωB97M-V/def2-TZVPD.

Each line ends with the Mulliken charge.
Atoms and positions in Å:
C1 0.564 0.281 1.373  -0.014
C2 0.066 0.063 -1.577  0.255
C3 -0.235 1.450 1.708  0.909
C4 -0.473 -1.283 -1.662  0.840
N1 1.205 -0.447 2.109  -0.409
F1 -0.845 0.906 -2.145  -0.213
F2 1.224 0.100 -2.321  -0.240
F3 0.597 2.344 2.210  -0.245
F4 -1.134 1.315 2.696  -0.242
F5 -0.790 2.000 0.595  -0.207
F6 -0.234 -1.901 -2.898  -0.246
F7 0.018 -2.158 -0.710  -0.251
F8 -1.799 -1.374 -1.425  -0.249
H1 1.837 -1.296 2.047  0.312

- DFT total energy (hartree) = -1006.55460
- multiplicity = 1

---

(2)
C10H16O2 in the gas phase in a non-equilibrium geometry, computed with ωB97M-V/def2-TZVPD.

Each line ends with the Mulliken charge.
Atoms and positions in Å:
C1 0.415 1.232 0.528  -1.129
C2 0.840 1.686 -0.665  -0.401
C3 -0.728 -0.538 -0.765  -0.727
C4 -0.129 -0.145 0.678  2.698
C5 0.921 0.931 -1.953  0.432
C6 0.750 -1.215 1.491  0.579
C7 -1.350 0.086 1.531  -2.871
C8 0.468 1.732 -3.258  -1.461
C9 0.098 -2.507 1.804  -1.550
C10 1.967 -0.774 1.880  -1.077
O1 0.133 -0.306 -1.857  -0.408
O2 -1.960 0.004 -1.041  -0.558
H1 0.379 1.959 1.409  0.305
H2 1.116 2.739 -0.814  0.369
H3 -0.872 -1.632 -1.013  0.365
H4 -1.049 0.269 2.472  0.628
H5 -2.082 -0.621 1.509  0.558
H6 -1.839 0.945 1.184  0.639
H7 0.662 1.167 -4.142  0.382
H8 0.992 2.673 -3.294  0.398
H9 -0.555 1.999 -3.365  0.336
H10 0.345 -3.132 0.928  0.308
H11 -0.940 -2.547 1.935  0.331
H12 0.412 -3.057 2.641  0.521
H13 1.939 0.727 -2.132  0.263
H14 2.561 -1.451 2.486  0.377
H15 2.288 0.262 1.497  0.267
H16 -1.804 0.942 -0.958  0.425

- SMILES = C=C(C)[C@@]1(C)C=C[C@H](C)O[C@@H]1O
- multiplicity = 1
- ΔE to the lowest compared entry with this formula, charge and spin (kcal/mol) = 67.68

---

(3)
A molecular structure, C22H32As2BrMoN2O2SSe4 in a non-equilibrium geometry, computed with ωB97M-V/def2-TZVPD.

Each line ends with the Mulliken charge.
Atoms and positions in Å:
Mo1 -1.889 0.205 -0.221  -0.009
C1 -1.053 -0.379 3.486  -1.437
As1 -2.339 0.484 2.328  0.777
C2 -4.057 0.033 3.089  -1.073
C3 -2.158 2.387 2.583  0.371
C4 -1.760 2.908 3.806  -0.636
C5 -1.711 4.284 3.984  -0.736
C6 -2.065 5.136 2.947  -0.769
C7 -2.462 4.618 1.721  -0.687
C8 -2.504 3.243 1.536  0.141
As2 -3.039 2.474 -0.153  1.237
C9 -4.970 2.502 -0.211  -1.030
C10 -2.461 3.670 -1.551  -1.236
H1 -1.366 -0.262 4.521  0.495
H2 -0.075 0.075 3.347  0.438
H3 -1.018 -1.440 3.247  0.437
H4 -4.085 0.424 4.104  0.442
H5 -4.182 -1.048 3.112  0.492
H6 -4.855 0.485 2.505  0.292
H7 -1.488 2.256 4.628  0.421
H8 -1.398 4.691 4.937  0.441
H9 -2.030 6.208 3.089  0.438
H10 -2.728 5.295 0.920  0.380
H11 -5.305 3.531 -0.094  0.433
H12 -5.372 1.895 0.596  0.298
H13 -5.310 2.114 -1.169  0.415
H14 -2.894 4.656 -1.394  0.490
H15 -2.810 3.287 -2.508  0.441
H16 -1.375 3.733 -1.550  0.355
Se1 -1.882 -0.116 -2.795  0.139
Se2 -3.617 -1.195 -3.683  0.030
Se3 -4.710 -2.233 -1.909  0.002
Se4 -3.726 -1.407 0.014  -0.033
C11 2.578 -5.581 -1.548  -1.154
C12 2.614 -4.188 -0.941  -0.340
N1 1.353 -3.439 -1.165  0.007
C13 1.066 -2.499 -2.037  0.486
S1 -0.539 -1.748 -1.768  0.097
N2 1.811 -2.075 -3.033  -0.039
C14 3.048 -2.650 -3.613  -0.437
C15 4.294 -1.887 -3.197  -0.674
H17 3.473 -6.127 -1.252  0.393
H18 2.537 -5.557 -2.637  0.267
H19 1.713 -6.140 -1.188  0.360
H20 3.440 -3.589 -1.312  0.013
H21 2.733 -4.250 0.140  0.419
H22 0.576 -3.733 -0.586  0.263
H23 1.451 -1.268 -3.522  0.235
H24 2.916 -2.606 -4.693  0.439
H25 3.099 -3.701 -3.348  -0.031
H26 4.227 -0.840 -3.494  0.344
H27 5.164 -2.319 -3.690  0.392
H28 4.455 -1.929 -2.117  0.011
Br1 5.993 -1.444 1.325  -0.028
C16 4.448 -0.566 0.732  -0.148
C17 3.206 -0.972 1.216  -0.753
C18 2.061 -0.347 0.765  -0.187
C19 2.154 0.683 -0.174  0.501
C20 3.406 1.091 -0.642  -0.631
C21 4.552 0.471 -0.188  -0.614
C22 0.993 1.352 -0.735  -0.049
O1 0.896 2.149 -1.605  -0.499
O2 -0.271 0.941 -0.139  0.365
H29 3.152 -1.766 1.949  0.567
H30 1.098 -0.666 1.137  0.611
H31 3.470 1.901 -1.358  0.531
H32 5.525 0.786 -0.540  0.522

- DFT total energy (hartree) = -18234.27486
- multiplicity = 1
- charge = +3

---

(4)
A molecular structure, C11H10BrF6N2O7PdS2 in a non-equilibrium geometry, computed with ωB97M-V/def2-TZVPD.

Each line ends with the Mulliken charge.
Atoms and positions in Å:
Pd1 -0.732 0.276 0.902  1.094
F1 -5.390 -1.986 1.244  -0.232
C1 -4.119 -2.178 1.602  0.678
F2 -3.420 -2.542 0.544  -0.172
F3 -4.076 -3.158 2.507  -0.241
S1 -3.501 -0.612 2.349  0.996
O1 -3.689 0.418 1.368  -0.629
O2 -4.143 -0.514 3.624  -0.605
N1 -1.916 -1.011 2.445  -0.458
S2 -1.034 -0.394 3.635  1.172
O3 -0.509 0.887 3.167  -0.718
O4 -1.541 -0.474 4.964  -0.583
C2 0.393 -1.579 3.600  0.784
F4 0.772 -1.915 2.380  -0.185
F5 0.038 -2.688 4.257  -0.240
F6 1.408 -1.006 4.237  -0.230
Br1 2.141 4.143 -4.554  -0.214
C3 2.796 3.372 -2.952  -0.120
C4 4.144 3.474 -2.650  -0.100
N2 4.668 2.954 -1.543  -0.650
C5 3.847 2.315 -0.711  -0.256
C6 2.485 2.169 -0.938  0.343
C7 1.941 2.712 -2.091  -0.225
C8 1.643 1.413 0.056  0.584
O5 2.151 0.887 1.021  -0.651
O6 0.407 1.409 -0.269  -0.882
H1 4.820 3.989 -3.322  0.359
H2 4.278 1.891 0.187  0.478
H3 0.884 2.614 -2.293  0.477
C9 0.763 -1.537 -1.627  -1.347
C10 -0.579 -0.824 -1.781  1.183
C11 -1.464 -1.549 -2.789  -1.617
O7 -1.293 -0.789 -0.580  -0.759
H4 1.325 -1.544 -2.565  0.337
H5 0.591 -2.568 -1.309  0.326
H6 1.366 -1.048 -0.860  0.265
H7 -0.392 0.188 -2.163  -0.077
H8 -1.672 -2.560 -2.430  0.353
H9 -0.977 -1.611 -3.765  0.408
H10 -2.415 -1.023 -2.896  0.357

- multiplicity = 1
- charge = -1
- ΔE to the lowest compared entry with this formula, charge and spin (kcal/mol) = 0.00

---

Q: Which formula does entry 4 have?
A: C11H10BrF6N2O7PdS2